No. 1
Formula: C3H7NO2
Source: OMol25
Level of theory: ωB97M-V/def2-TZVPD

ΔE to the lowest compared entry with this formula, charge and spin = 2.343 eV
2S+1 = 1
Kohn-Sham gap = 9.132 eV
highest occupied orbital energy = -0.3100 hartree
SMILES string = N[C@@]1(O)C[C@@H]1O
max |F| = 0.3 eV/A

Positions of all 13 atoms, in Å:
1 N -1.26971 -0.70506 -1.36990
2 C -0.33329 0.08173 -0.67238
3 O 0.34514 0.92989 -1.54537
4 C -0.73557 0.58019 0.68757
5 C 0.46789 -0.31235 0.56323
6 O 1.68372 0.37610 0.76711
7 H -2.10720 -0.98088 -0.88889
8 H -0.93205 -1.33768 -2.07485
9 H 1.24402 1.01004 -1.19084
10 H -1.62310 0.16972 1.16501
11 H -0.53165 1.62558 0.89795
12 H 0.42537 -1.32322 0.96967
13 H 2.41878 -0.24310 0.69345



No. 2
Formula: C4H3Cl2OP
Source: OMol25
Level of theory: ωB97M-V/def2-TZVPD

ΔE to the lowest compared entry with this formula, charge and spin = 0.000 eV
2S+1 = 1
Kohn-Sham gap = 9.320 eV
highest occupied orbital energy = -0.3281 hartree
SMILES string = ClP(Cl)c1ccco1
max |F| = 3.9 eV/A

Positions of all 11 atoms, in Å:
1 Cl 1.69256 2.58262 -1.22838
2 P -0.15798 2.09194 -1.71096
3 Cl -1.22576 3.20492 -0.37433
4 C -0.08504 0.31643 -0.43203
5 C -0.73674 -0.12317 0.65949
6 C -0.15084 -1.35221 0.95576
7 C 0.73551 -1.71602 0.00939
8 O 0.79018 -0.64448 -0.90154
9 H -1.52286 0.20206 1.30125
10 H -0.49338 -1.88172 1.85919
11 H 1.15435 -2.68037 -0.13786



No. 3
Formula: C4H8O2
Source: OMol25
Level of theory: ωB97M-V/def2-TZVPD

ΔE to the lowest compared entry with this formula, charge and spin = 1.763 eV
2S+1 = 1
Kohn-Sham gap = 10.383 eV
highest occupied orbital energy = -0.3495 hartree
SMILES string = C[C@@]1(O)C[C@H]1O
max |F| = 0.3 eV/A

Positions of all 14 atoms, in Å:
1 C 0.68310 0.86575 -1.02706
2 C 0.45108 -0.09396 0.11159
3 O 1.55145 -0.89678 0.44808
4 C -0.49699 0.28061 1.22612
5 C -0.86411 -0.79775 0.25301
6 O -1.91699 -0.50858 -0.61652
7 H 1.29962 1.71649 -0.70956
8 H -0.26699 1.25545 -1.40507
9 H 1.20498 0.35346 -1.84309
10 H 2.23159 -0.32135 0.81790
11 H -0.24056 -0.02293 2.23648
12 H -1.03732 1.21950 1.13460
13 H -0.81408 -1.82529 0.61468
14 H -1.77365 -1.01502 -1.42647



No. 4
Formula: C4H23NO11
Source: OMol25
Level of theory: ωB97M-V/def2-TZVPD

ΔE to the lowest compared entry with this formula, charge and spin = 2.531 eV
2S+1 = 1
Kohn-Sham gap = 10.231 eV
highest occupied orbital energy = -0.3741 hartree
SMILES string = O=CN[C@@H](C=O)CO.O.O.O.O.O.O.O.O
max |F| = 4.0 eV/A

Positions of all 39 atoms, in Å:
1 O 0.97049 -1.50418 -2.48588
2 C 1.57890 -1.21599 -1.44021
3 N 1.09363 -1.30844 -0.20850
4 C -0.23258 -1.81289 0.17840
5 C -0.97412 -0.47312 0.45520
6 O -1.69268 -0.32611 1.40131
7 C -1.16821 -2.41599 -1.00176
8 O -2.51389 -2.28766 -0.55358
9 H 2.50705 -0.73001 -1.65990
10 H 1.61928 -0.98072 0.60880
11 H -0.33535 -2.56513 0.97130
12 H -0.82930 0.21678 -0.40150
13 H -0.77120 -3.40725 -1.09702
14 H -1.22846 -2.13359 -2.05150
15 H -2.56410 -2.79038 0.26986
16 O 0.12651 -2.67512 3.50954
17 H -0.44371 -1.95939 3.77029
18 H 0.75308 -2.60901 2.78055
19 O 3.19851 0.61379 -0.03366
20 H 3.96473 0.94652 0.45460
21 H 2.83920 1.22892 -0.67746
22 O -0.44518 1.67365 2.88198
23 H -0.84977 1.02827 2.28171
24 H -0.55060 2.44504 2.28562
25 O 0.87864 2.90780 -0.84510
26 H 0.75225 2.38912 -0.03707
27 H 0.52957 2.28555 -1.50019
28 O -3.57247 0.83708 -2.19871
29 H -3.30058 1.38825 -1.46389
30 H -3.32594 -0.08589 -2.11679
31 O 1.12444 0.92725 -3.92748
32 H 0.39677 0.63561 -4.50005
33 H 1.10447 0.11828 -3.37530
34 O -1.37176 2.93893 0.77181
35 H -2.30878 3.00379 0.54691
36 H -0.96569 3.52758 0.11468
37 O 1.94116 0.44520 2.43973
38 H 1.31165 0.90103 3.04965
39 H 2.75403 0.82242 2.80360



No. 5
Formula: C3H4O3
Source: OMol25
Level of theory: ωB97M-V/def2-TZVPD

ΔE to the lowest compared entry with this formula, charge and spin = 2.941 eV
2S+1 = 1
Kohn-Sham gap = 9.225 eV
highest occupied orbital energy = -0.3228 hartree
SMILES string = O=C=C(O)CO
max |F| = 1.7 eV/A

Positions of all 10 atoms, in Å:
1 O 2.02015 -1.56557 0.29229
2 C 1.02240 -0.96706 0.25617
3 C -0.22600 -0.46063 0.21201
4 O -1.26930 -1.22725 0.67940
5 C -0.21723 1.03537 0.06938
6 O 0.99757 1.18402 -0.65744
7 H -1.84765 -1.45013 -0.06259
8 H -0.17487 1.55592 1.03022
9 H -1.05760 1.42526 -0.51632
10 H 0.75252 0.47007 -1.30312



No. 6
Formula: C6H8N2
Source: OMol25
Level of theory: ωB97M-V/def2-TZVPD

ΔE to the lowest compared entry with this formula, charge and spin = 5.226 eV
2S+1 = 1
Kohn-Sham gap (alpha / beta) = 6.865 / 6.871 eV
highest occupied orbital energy (alpha / beta) = -0.2784 / -0.2786 hartree
max |F| = 6.5 eV/A

Positions of all 16 atoms, in Å:
1 C 1.54694 1.48953 0.21643
2 C 0.33908 0.67285 0.21176
3 C 2.63733 0.61118 -0.18394
4 C -0.83733 1.34940 0.22974
5 C -2.15308 0.79962 -0.21694
6 C 0.15513 -1.91206 0.23937
7 N 2.16625 -0.64964 -0.13057
8 N 0.86086 -0.66816 0.02745
9 H 3.63976 0.70224 -0.22987
10 H -0.79468 2.40180 0.46688
11 H -3.02275 1.45780 -0.04302
12 H -2.37579 -0.25822 -0.04077
13 H -1.97714 1.05687 -1.27049
14 H 0.77186 -2.76279 0.12750
15 H -0.39611 -2.14548 1.20087
16 H -0.56032 -2.14494 -0.60439



No. 7
Formula: C33H45HfNO2P2Si
Source: OMol25
Level of theory: ωB97M-V/def2-TZVPD

ΔE to the lowest compared entry with this formula, charge and spin = 0.000 eV
2S+1 = 1
Kohn-Sham gap = 4.772 eV
highest occupied orbital energy = -0.1685 hartree
max |F| = 5.7 eV/A

Positions of all 85 atoms, in Å:
1 Hf 0.75533 0.56085 -0.20301
2 P 0.64866 -2.54690 -3.93813
3 P 2.59180 1.58492 1.32384
4 N 0.95507 1.72852 -1.73934
5 H 0.20323 -3.56505 -2.97289
6 C -0.44938 -1.13931 -4.18984
7 H -0.29497 -0.76554 -5.21237
8 H -0.22028 -0.33112 -3.48156
9 H -1.50060 -1.43623 -4.08018
10 C 0.62152 -3.55046 -5.43860
11 H 0.35767 -2.91887 -6.29630
12 H -0.13120 -4.34212 -5.32670
13 H 1.60660 -4.00737 -5.59360
14 C 2.32556 -1.94357 -3.66893
15 H 3.04128 -2.75140 -3.87363
16 H 2.43890 -1.59534 -2.63433
17 H 2.52358 -1.10487 -4.35142
18 C 1.83399 3.00900 2.19837
19 H 2.59839 3.78218 2.35862
20 H 1.40953 2.70375 3.16468
21 H 1.02111 3.43701 1.59456
22 C 3.45337 0.68896 2.65068
23 H 3.47341 1.28771 3.57115
24 H 4.48270 0.48150 2.33193
25 H 2.94418 -0.25945 2.86157
26 C 3.96757 2.37957 0.41822
27 H 4.16339 3.37728 0.83200
28 H 3.70579 2.47510 -0.64420
29 H 4.87113 1.76316 0.51385
30 C 1.18807 2.27710 -2.93200
31 C 0.36701 3.50814 -4.87825
32 C 0.19589 3.08592 -3.57086
33 C 2.40494 2.01855 -3.64650
34 C 2.55891 2.44727 -4.95666
35 C 1.53925 3.18388 -5.58218
36 H -0.41206 4.09575 -5.36702
37 H -0.70205 3.31715 -2.99586
38 H 3.18038 1.44381 -3.13044
39 H 3.47814 2.20958 -5.49562
40 H 1.66105 3.51015 -6.61558
41 C 0.19015 -2.56871 -1.59860
42 O 0.56922 -1.26636 -1.12504
43 C -1.30726 -2.71400 -1.41371
44 H -1.55097 -2.75350 -0.34265
45 H -1.69990 -3.63198 -1.87590
46 H -1.84282 -1.85385 -1.83418
47 C 1.03721 -3.58321 -0.85773
48 H 0.85264 -3.51709 0.22501
49 H 2.10045 -3.38449 -1.02803
50 H 0.82243 -4.61459 -1.16944
51 O -0.89677 0.94106 0.72084
52 Si -1.63272 0.40803 2.10699
53 C -3.29324 -0.29057 1.66413
54 C -3.83854 -0.11245 0.38827
55 C -5.06327 -0.70719 0.05919
56 C -5.75412 -1.47269 1.00602
57 C -5.22209 -1.63416 2.29094
58 C -3.99908 -1.03858 2.61974
59 C -0.59682 -0.97263 2.82398
60 C 0.42291 -0.70704 3.74633
61 C 1.26577 -1.73382 4.18394
62 C 1.10512 -3.03190 3.69157
63 C 0.07562 -3.30471 2.78387
64 C -0.79040 -2.28447 2.37761
65 C -1.69573 1.86602 3.24914
66 C -1.79384 3.15054 2.69967
67 C -1.68213 4.27847 3.51637
68 C -1.51297 4.13422 4.89895
69 C -1.46014 2.85375 5.45817
70 C -1.57589 1.72510 4.63849
71 H -3.30426 0.48350 -0.35669
72 H -5.47560 -0.57220 -0.94282
73 H -6.70429 -1.94276 0.74389
74 H -5.74933 -2.23060 3.03743
75 H -3.58365 -1.16896 3.62188
76 H 0.57119 0.30943 4.11651
77 H 2.05109 -1.51858 4.91316
78 H 1.78154 -3.82851 4.00902
79 H -0.06940 -4.31658 2.39789
80 H -1.62624 -2.51281 1.71229
81 H -1.94104 3.27868 1.62321
82 H -1.72711 5.27154 3.06833
83 H -1.42925 5.01849 5.53103
84 H -1.32319 2.72393 6.53271
85 H -1.56012 0.72702 5.08476



No. 8
Formula: C5H7NO
Source: OMol25
Level of theory: ωB97M-V/def2-TZVPD

ΔE to the lowest compared entry with this formula, charge and spin = 3.767 eV
2S+1 = 1
Kohn-Sham gap = 10.088 eV
highest occupied orbital energy = -0.3413 hartree
SMILES string = C=N[C@@]1(O)C=CC1
max |F| = 4.8 eV/A

Positions of all 14 atoms, in Å:
1 C 0.97967 -1.82094 1.07285
2 N 0.17797 -0.84809 0.96928
3 C 0.22761 0.10530 -0.12118
4 O 1.22474 -0.12502 -1.05131
5 C -1.26890 -0.21370 -0.84116
6 C -1.60100 1.04524 -0.55027
7 C -0.36047 1.52879 0.15531
8 H 0.93031 -2.60210 1.80896
9 H 1.82118 -1.81277 0.48907
10 H 1.99149 0.38550 -0.92466
11 H -1.55149 -1.21933 -1.14247
12 H -2.48943 1.70880 -0.62413
13 H 0.32147 2.20495 -0.39547
14 H -0.40313 1.66338 1.15518



No. 9
Formula: C29H29BF4O2S2
Source: OMol25
Level of theory: ωB97M-V/def2-TZVPD

ΔE to the lowest compared entry with this formula, charge and spin = 2.626 eV
2S+1 = 1
Kohn-Sham gap = 2.661 eV
highest occupied orbital energy = -0.1787 hartree
max |F| = 3.9 eV/A

Positions of all 67 atoms, in Å:
1 F -2.86460 3.40508 -3.02534
2 C -2.40001 2.15636 -2.66274
3 C -2.73514 1.06094 -3.44611
4 C -2.19381 -0.17358 -3.07313
5 F -2.50429 -1.28655 -3.82199
6 C -1.32983 -0.34544 -2.01999
7 C -0.96968 0.79330 -1.28691
8 C 0.19255 0.61821 -0.29419
9 C 1.45926 0.50061 -1.15349
10 C 2.45147 -0.44253 -0.85424
11 C 3.66248 -0.34903 -1.54509
12 F 4.70868 -1.15912 -1.14924
13 C 3.86882 0.53256 -2.60888
14 C 2.79608 1.34490 -2.96464
15 F 2.94825 2.24197 -4.00299
16 C 1.56882 1.28105 -2.30749
17 C -1.52529 2.05590 -1.57501
18 H -3.38384 1.16086 -4.30735
19 H -0.85993 -1.43792 -1.87280
20 H 0.06322 -0.40298 0.10321
21 H 2.28908 -1.20203 -0.07845
22 H 4.79988 0.54843 -3.16697
23 H 0.72991 1.88411 -2.65929
24 H -1.24253 2.95114 -1.01972
25 C 0.72595 0.55078 4.82286
26 C 0.40994 0.75138 3.38650
27 C -0.78462 1.37385 2.97323
28 C -0.88892 1.69920 1.64865
29 C 0.32055 1.54994 0.82114
30 B -1.40138 -2.66865 -1.29119
31 C 1.21318 2.68585 0.60375
32 C 0.79288 3.89522 0.08261
33 C 1.84580 4.51579 -0.64875
34 C 3.08729 3.92244 -0.46782
35 C 4.35353 4.28798 -1.13038
36 S 2.94560 2.54678 0.55755
37 O -0.50489 -3.42481 -0.58146
38 C -1.07668 -3.59513 0.73304
39 C -0.96136 -5.05572 1.10731
40 C -0.22393 -2.85893 1.75386
41 C -2.54605 -3.03181 0.59918
42 C -3.63185 -4.08150 0.42540
43 C -2.96507 -2.04844 1.66948
44 O -2.56495 -2.34384 -0.67123
45 S 1.50421 0.33310 2.18882
46 H -0.13186 0.83592 5.43655
47 H 0.98022 -0.49787 5.00863
48 H 1.57381 1.18513 5.10877
49 H -1.55018 1.59983 3.71288
50 H -1.82677 2.04813 1.21873
51 H -0.22495 4.28765 0.21269
52 H 1.68096 5.35273 -1.31618
53 H 4.24102 5.25145 -1.63739
54 H 5.16399 4.35148 -0.39493
55 H 4.62219 3.54809 -1.89585
56 H -1.44378 -5.22820 2.07684
57 H -1.39539 -5.72273 0.35920
58 H 0.09419 -5.32661 1.23133
59 H -0.64532 -2.96899 2.76514
60 H 0.78160 -3.29803 1.79975
61 H -0.08858 -1.78769 1.55526
62 H -3.86428 -4.58843 1.36544
63 H -4.54075 -3.57726 0.07449
64 H -3.34425 -4.81942 -0.33267
65 H -3.14624 -2.56584 2.61707
66 H -2.21940 -1.27200 1.85831
67 H -3.89503 -1.54709 1.38619



No. 10
Formula: C2H3NO
Source: OMol25
Level of theory: ωB97M-V/def2-TZVPD

ΔE to the lowest compared entry with this formula, charge and spin = 0.660 eV
2S+1 = 1
Kohn-Sham gap = 12.218 eV
highest occupied orbital energy = -0.4283 hartree
SMILES string = N#CCO
max |F| = 1.7 eV/A

Positions of all 7 atoms, in Å:
1 N 2.24658 -0.48594 -0.12788
2 C 1.18038 -0.03774 -0.11813
3 C -0.27356 0.38111 -0.07824
4 O -1.17756 -0.65276 -0.23896
5 H -0.41744 1.11948 -0.88983
6 H -0.43999 0.90149 0.89523
7 H -1.11841 -1.22563 0.55782